Record 1
47
Properties=species:S:1:pos:R:3:lowdin_charge:R:1 method="wB97M-V/def2-TZVPD" multiplicity=5 total_energy_ev=-84357.9963 s2=6.04 charge=+2 lumo_energy_ha="-0.2830 / -0.3308" homo_lumo_gap_ev="6.03 / 6.31" e_homo_ev="-13.73 / -15.32" de_lowest_kj_mol=0.0
C -1.931 -6.321 -0.795 -0.010
C -1.027 -5.208 -0.579 -0.395
H -1.320 -7.206 -0.790 0.119
H -2.458 -6.259 -1.738 0.115
H -2.688 -6.406 -0.028 0.115
O 0.165 -5.219 -0.418 0.129
I -1.843 -2.764 -0.486 0.911
Co -0.584 -0.384 -0.116 0.059
P -0.491 -0.382 2.180 0.798
C 0.878 -0.015 3.326 -0.200
C -1.908 0.538 2.831 -0.213
H -2.026 0.302 3.891 0.072
H -1.064 -2.177 3.690 0.070
H -2.809 0.229 2.265 0.067
H -1.743 -2.411 2.047 -0.075
H 1.190 1.037 3.261 0.069
H -1.748 1.609 2.685 0.059
C -0.866 -2.099 2.623 -0.302
H 0.542 -0.229 4.352 0.078
H 0.000 -2.708 2.335 0.060
H 1.736 -0.660 3.094 0.067
P 0.096 -0.017 -2.274 0.795
C 1.695 0.535 -2.954 -0.199
C -0.092 -1.626 -3.080 -0.305
H -2.140 0.671 -2.794 0.066
H -1.011 0.965 -4.172 0.073
H -1.022 2.068 -2.746 0.059
C -1.139 1.032 -3.087 -0.206
H -1.075 -2.025 -2.819 -0.075
H 0.004 -1.520 -4.155 0.066
H 1.647 0.478 -4.052 0.078
H 2.491 -0.131 -2.601 0.065
H 0.687 -2.285 -2.679 0.061
H 1.930 1.566 -2.658 0.067
C 1.154 -0.028 0.157 -0.277
O 2.235 0.416 0.335 0.144
C -1.592 4.340 -0.032 -0.050
C -2.577 3.342 -0.103 -0.029
C -2.166 2.003 -0.073 -0.136
C -0.798 1.757 0.001 -0.246
C 0.165 2.718 0.105 -0.087
C -0.264 4.057 0.093 -0.037
H -1.929 5.365 -0.057 0.123
H -3.639 3.581 -0.174 0.127
H -2.890 1.151 -0.110 0.118
H 1.208 2.489 0.197 0.092
H 0.459 4.852 0.188 0.124



Record 2
58
Properties=species:S:1:pos:R:3:lowdin_charge:R:1 method="wB97M-V/def2-TZVPD" total_energy_ev=-77369.9010 lumo_energy_ha=-0.0183 homo_lumo_gap_ev=9.79 e_homo_ev=-10.28 smiles="O=C(O)NN(C(=O)F)C(=O)F.O=S1(=O)CCCC1.O=S1(=O)CCCC1.O=S1(=O)CCCC1"
O 3.294 0.684 2.010 0.143
C 3.240 0.813 0.825 -0.512
O 4.438 0.851 0.133 0.097
N 1.982 0.969 0.120 0.153
N 1.024 1.531 1.005 0.025
C -0.315 1.153 0.646 -0.420
O -0.851 0.331 1.318 0.196
F -1.005 1.657 -0.405 0.134
C 1.189 2.959 1.115 -0.459
O 0.732 3.755 0.377 0.214
F 1.907 3.345 2.170 0.169
H 4.708 1.781 0.104 0.123
H 2.186 1.668 -0.602 0.150
O 3.004 -5.125 0.894 -0.323
S 3.856 -3.967 1.010 0.657
O 4.029 -3.032 -0.076 -0.331
C 3.398 -3.060 2.470 -0.233
C 4.239 -3.677 3.582 -0.216
C 5.638 -3.869 2.982 -0.214
C 5.465 -4.497 1.593 -0.221
H 2.326 -3.150 2.640 0.111
H 3.665 -2.016 2.299 0.092
H 4.263 -3.043 4.468 0.117
H 3.823 -4.646 3.871 0.119
H 6.124 -2.895 2.884 0.118
H 6.270 -4.488 3.618 0.114
H 6.231 -4.158 0.899 0.103
H 5.463 -5.586 1.638 0.104
O -3.402 -2.913 -3.395 -0.318
S -2.736 -2.043 -2.456 0.661
O -2.490 -0.650 -2.746 -0.338
C -3.556 -2.163 -0.877 -0.234
C -2.849 -3.310 -0.170 -0.216
C -1.353 -3.109 -0.456 -0.212
C -1.203 -2.815 -1.946 -0.220
H -4.621 -2.335 -1.025 0.108
H -3.396 -1.222 -0.350 0.104
H -3.062 -3.309 0.899 0.116
H -3.177 -4.268 -0.579 0.120
H -0.984 -2.258 0.122 0.102
H -0.770 -3.982 -0.163 0.117
H -0.376 -2.134 -2.136 0.103
H -1.075 -3.725 -2.530 0.107
O -2.711 7.291 -2.089 -0.321
S -3.426 6.421 -1.187 0.664
O -3.854 6.860 0.118 -0.328
C -4.825 5.728 -2.058 -0.235
C -4.277 4.461 -2.706 -0.220
C -3.400 3.795 -1.641 -0.219
C -2.514 4.885 -1.028 -0.229
H -5.206 6.451 -2.776 0.107
H -5.592 5.493 -1.319 0.107
H -5.079 3.803 -3.039 0.116
H -3.669 4.720 -3.576 0.121
H -4.036 3.359 -0.867 0.119
H -2.797 2.990 -2.061 0.108
H -2.310 4.698 0.024 0.097
H -1.577 4.993 -1.573 0.104



Record 3
50
Properties=species:S:1:pos:R:3:lowdin_charge:R:1 method="wB97M-V/def2-TZVPD" total_energy_ev=-35180.7383 charge=-1 lumo_energy_ha=0.0826 homo_lumo_gap_ev=3.24 e_homo_ev=-0.99
C 1.117 -0.749 0.449 -0.138
C 1.071 -0.560 -1.201 -0.273
C -0.121 0.479 -1.681 -0.222
C -1.627 -0.081 -1.240 -0.291
C -2.792 0.599 -2.168 -0.365
C -3.228 2.095 -1.671 -0.311
C -2.442 2.658 -0.349 -0.182
C -4.148 -0.354 -1.961 -0.276
C -4.547 -0.560 -0.384 -0.316
N -6.034 -0.869 -0.341 -0.098
H 0.101 -1.233 0.840 0.078
H 1.327 0.293 0.991 0.061
H 2.006 -1.473 0.779 0.054
H 2.096 -0.030 -1.492 0.084
H 1.062 -1.589 -1.777 0.096
H -0.104 0.462 -2.874 0.099
H 0.083 1.581 -1.344 0.076
H -1.818 -0.047 -0.087 0.065
H -1.608 -1.240 -1.530 0.102
H -3.068 2.840 -2.573 0.072
H -4.402 2.074 -1.461 0.086
H -1.341 3.023 -0.545 0.054
H -3.039 3.631 0.000 0.057
H -2.536 1.905 0.562 0.060
H -4.991 0.184 -2.602 0.089
H -3.905 -1.380 -2.495 0.079
H -3.961 -1.481 0.095 0.105
H -4.275 0.395 0.277 0.108
H -6.367 -0.826 0.647 0.037
H -6.161 -1.852 -0.720 0.064
C 2.851 4.113 2.634 -0.085
C 1.416 3.739 2.790 -0.333
O 1.045 3.311 1.499 0.143
C 2.189 2.817 0.947 -0.496
O 2.219 2.109 -0.046 0.130
O 3.298 3.205 1.647 0.071
F 0.669 4.819 3.111 0.077
H 2.985 5.137 2.271 0.146
H 3.415 3.992 3.562 0.141
H 1.238 2.934 3.511 0.178
C 4.019 -4.208 -0.540 -0.077
C 5.090 -4.787 0.320 -0.338
O 4.742 -4.355 1.615 0.137
C 3.386 -4.230 1.596 -0.508
O 2.692 -4.142 2.595 0.143
O 2.896 -4.221 0.318 0.068
F 6.296 -4.264 0.005 0.075
H 4.231 -3.177 -0.844 0.152
H 3.835 -4.807 -1.436 0.145
H 5.140 -5.881 0.298 0.174